C45H65LaNO7P2Te as an isolated structure in a non-equilibrium geometry. Source: the Open Molecules 2025 dataset; level of theory: ωB97M-V/def2-TZVPD.

Values from the calculation:
DFT total energy = -90259.4560 eV
molecular weight = 1060.469 g mol⁻¹
<S²> = 0.756

Structure (ORCA input):
```
! RIJCOSX wB97M-V def2-TZVPD def2/J DEFGRID3
* xyz 2 2
La 0.077 -0.469 -0.137
C 2.677 -2.322 1.657
C 2.105 -3.133 0.577
O 0.636 -2.948 0.627
C -0.214 -4.027 0.254
C -1.729 -3.643 0.248
O -1.991 -2.235 0.136
C -3.318 -1.782 0.645
C -3.098 -0.799 1.802
O -2.031 0.117 1.516
C -1.831 0.995 2.632
C -0.562 1.853 2.404
O 0.562 1.108 1.778
C 1.859 1.231 2.410
C 2.324 -0.158 2.753
O 2.091 -0.995 1.606
H 3.791 -2.268 1.521
H 2.493 -2.736 2.662
H 2.285 -4.223 0.719
H 2.437 -2.846 -0.437
H -0.079 -4.928 0.923
H 0.008 -4.347 -0.782
H -2.213 -4.002 1.157
H -2.176 -4.149 -0.646
H -3.948 -2.604 1.050
H -3.848 -1.289 -0.187
H -2.805 -1.368 2.695
H -4.018 -0.225 2.069
H -1.695 0.347 3.552
H -2.751 1.611 2.789
H -0.209 2.248 3.349
H -0.818 2.757 1.813
H 1.800 1.894 3.291
H 2.486 1.698 1.673
H 1.747 -0.506 3.627
H 3.388 -0.193 2.995
C -0.102 0.872 7.401
P -0.854 -0.807 7.464
C -0.968 -1.157 9.315
C 0.661 -1.717 7.042
C 1.899 -1.368 7.564
C 2.947 -2.245 7.422
C 2.796 -3.464 6.806
C 1.537 -3.842 6.333
C 0.448 -3.009 6.515
P -1.295 -3.445 6.173
C -1.208 -4.457 4.654
C -1.673 -4.766 7.444
H 0.582 0.903 6.562
H 0.398 1.146 8.333
H -0.875 1.645 7.284
H -2.100 -1.271 9.469
H -0.660 -0.257 9.871
H -0.431 -2.066 9.614
H 2.118 -0.441 8.078
H 3.929 -1.994 7.870
H 3.696 -4.094 6.704
H 1.360 -4.844 5.920
H -1.279 -3.783 3.763
H -2.097 -5.087 4.663
H -0.306 -5.088 4.613
H -2.620 -5.231 7.140
H -1.846 -4.359 8.451
H -0.889 -5.517 7.460
O -1.074 0.149 -1.831
H 0.440 0.808 -2.796
H -1.665 0.358 -2.565
C -3.638 7.224 -5.380
C -2.651 6.067 -5.257
C -2.272 5.382 -6.411
C -1.342 4.341 -6.341
C -1.037 3.552 -7.596
C -0.744 3.994 -5.108
Te 0.800 2.413 -5.109
N 1.352 1.327 -2.945
C 2.295 0.840 -2.171
O 2.085 -0.115 -1.292
C 3.707 1.392 -2.143
C 4.826 0.552 -2.017
C 6.094 1.039 -1.815
C 6.369 2.412 -1.794
C 5.276 3.250 -2.013
C 3.967 2.764 -2.188
C -0.370 0.514 -5.362
C -1.717 0.383 -5.107
C -2.575 1.578 -4.818
C -2.342 -0.864 -5.138
C -1.619 -1.998 -5.536
C -2.327 -3.297 -5.612
C -0.287 -1.829 -5.846
C 0.344 -0.610 -5.732
C 1.812 -0.553 -6.110
C -1.172 4.638 -3.922
C -0.645 4.225 -2.577
C -2.118 5.690 -4.036
H -4.288 7.116 -6.320
H -3.116 8.226 -5.415
H -4.306 7.276 -4.497
H -2.809 5.588 -7.329
H -1.490 3.994 -8.493
H -1.390 2.494 -7.595
H 0.043 3.475 -7.818
H 4.655 -0.520 -2.141
H 6.926 0.374 -1.693
H 7.367 2.804 -1.632
H 5.373 4.325 -1.952
H 3.194 3.453 -2.430
H -2.089 2.219 -4.107
H -3.556 1.242 -4.417
H -2.767 2.107 -5.788
H -3.402 -0.924 -4.852
H -3.432 -3.214 -5.647
H -2.136 -3.999 -4.783
H -2.053 -3.928 -6.525
H 0.283 -2.725 -6.121
H 2.238 -1.530 -6.184
H 2.381 0.069 -5.453
H 1.900 -0.070 -7.099
H -0.569 3.134 -2.451
H -1.325 4.659 -1.801
H 0.359 4.590 -2.424
H -2.360 6.221 -3.134
*
```

Mulliken atomic charge list, values in e, 4 entries: atom 1 (La): 2.283, atom 2 (C): -0.661, atom 3 (C): -0.652, atom 4 (O): 0.098